(1)
# C22H25N4

A 2-piece molecular cluster, C22H25N4 overall at a distorted geometry (wB97M-V/def2-TZVPD, the Open Molecules 2025 dataset).

Lowest unoccupied orbital energy   -2.965 eV
Energy relative to the best compared isomer or geometry (same formula, charge and spin)   17.7 kJ/mol
Net charge   +1
Gap between HOMO and LUMO   8.16 eV

Geometry (Å):
C (1.315, 2.546, -0.757)
C (0.575, 3.574, -1.313)
N (-0.666, 3.910, -0.961)
C (-1.192, 3.148, -0.004)
C (-0.544, 2.086, 0.583)
N (-1.241, 1.313, 1.579)
C (-0.969, 1.183, 2.904)
C (-1.884, 0.326, 3.416)
N (-2.696, -0.051, 2.391)
C (-3.833, -0.990, 2.468)
C (-3.758, -2.118, 1.460)
C (-2.566, -3.047, 1.709)
C (-1.310, -2.649, 0.929)
N (-0.124, -2.506, 1.743)
C (0.973, -1.759, 1.406)
C (1.926, -1.864, 2.386)
C (1.392, -2.731, 3.383)
C (0.143, -3.101, 2.947)
C (-2.298, 0.551, 1.273)
C (0.753, 1.764, 0.227)
H (2.318, 2.363, -1.098)
H (1.024, 4.161, -2.099)
H (-2.199, 3.383, 0.317)
H (-0.161, 1.677, 3.401)
H (-1.985, -0.006, 4.427)
H (-3.848, -1.382, 3.476)
H (-4.768, -0.452, 2.339)
H (-4.671, -2.690, 1.592)
H (-3.794, -1.759, 0.435)
H (-2.845, -4.057, 1.437)
H (-2.397, -3.068, 2.781)
H (-1.462, -1.738, 0.363)
H (-1.125, -3.422, 0.186)
H (1.086, -1.188, 0.501)
H (2.891, -1.398, 2.394)
H (1.852, -3.067, 4.289)
H (-0.508, -3.767, 3.481)
H (-2.750, 0.451, 0.311)
H (1.257, 0.935, 0.695)
C (1.958, 1.738, -4.256)
C (2.068, 0.447, -4.756)
C (3.283, -0.003, -5.250)
C (4.390, 0.834, -5.239)
C (4.282, 2.124, -4.738)
C (3.064, 2.577, -4.249)
H (1.007, 2.091, -3.876)
H (1.205, -0.207, -4.762)
H (3.368, -1.006, -5.646)
H (5.338, 0.482, -5.624)
H (5.145, 2.777, -4.732)
H (2.979, 3.587, -3.866)

Atom charges from the natural (NBO) analysis, given in e for atoms 1 to 4: C -0.22; C 0.06; N -0.37; C 0.03

(2)
# C22H25N4

A 2-piece molecular cluster, C22H25N4 overall at a distorted geometry (wB97M-V/def2-TZVPD, the Open Molecules 2025 dataset).

Lowest unoccupied orbital energy   -4.721 eV
Energy relative to the best compared isomer or geometry (same formula, charge and spin)   61.0 kJ/mol
Net charge   +1
Gap between HOMO and LUMO   5.97 eV

Geometry (Å):
C (-6.264, -0.136, 2.637)
N (-5.240, -0.773, 1.812)
C (-5.704, -1.868, 0.960)
C (-3.867, -0.360, 1.843)
C (-2.944, -1.010, 2.682)
C (-1.628, -0.646, 2.682)
C (-1.155, 0.393, 1.839)
C (0.228, 0.704, 1.747)
C (1.271, -0.240, 1.925)
C (2.690, 0.025, 1.927)
C (3.427, 1.213, 1.977)
C (4.798, 1.130, 1.930)
C (5.452, -0.104, 1.829)
C (4.742, -1.281, 1.794)
C (3.349, -1.220, 1.858)
N (2.366, -2.223, 1.856)
C (2.582, -3.651, 1.665)
C (1.135, -1.631, 1.904)
C (-2.108, 1.094, 1.060)
C (-3.420, 0.710, 1.051)
H (-5.817, 0.653, 3.237)
H (-7.037, 0.296, 2.003)
H (-6.715, -0.871, 3.302)
H (-4.872, -2.279, 0.393)
H (-6.139, -2.660, 1.567)
H (-6.455, -1.503, 0.262)
H (-3.297, -1.790, 3.333)
H (-0.947, -1.108, 3.378)
H (0.509, 1.679, 1.386)
H (2.925, 2.161, 2.077)
H (5.388, 2.029, 1.979)
H (6.528, -0.134, 1.780)
H (5.243, -2.229, 1.717)
H (3.644, -3.872, 1.612)
H (2.142, -4.207, 2.491)
H (2.112, -3.970, 0.738)
H (0.213, -2.173, 1.808)
H (-1.775, 1.907, 0.438)
H (-4.130, 1.211, 0.417)
C (0.036, 3.712, 7.951)
N (0.469, 3.657, 6.554)
C (0.063, 2.749, 5.593)
N (0.649, 2.977, 4.441)
C (1.452, 4.041, 4.631)
C (1.363, 4.485, 5.927)
H (0.534, 4.530, 8.467)
H (-1.039, 3.868, 8.006)
H (0.280, 2.781, 8.459)
H (-0.646, 1.952, 5.760)
H (2.062, 4.479, 3.853)
H (1.884, 5.320, 6.369)

Atom charges from the natural (NBO) analysis, given in e for atoms 1 to 4: C -0.39; N -0.51; C -0.39; C 0.26

(3)
# C22H25N5O

A single C22H25N5O molecule (wB97M-V/def2-TZVPD, the Open Molecules 2025 dataset).

Lowest unoccupied orbital energy   0.549 eV
Energy relative to the best compared isomer or geometry (same formula, charge and spin)   105.4 kJ/mol
Gap between HOMO and LUMO   9.01 eV

Geometry (Å):
C (-2.505, -2.220, 0.776)
C (-3.555, -1.272, 0.285)
C (-4.878, -1.424, 0.679)
C (-5.862, -0.551, 0.252)
C (-5.535, 0.503, -0.584)
C (-4.221, 0.678, -0.978)
C (-3.228, -0.198, -0.549)
C (-1.830, 0.009, -1.030)
O (-1.128, -0.859, -1.501)
N (-1.403, 1.301, -0.882)
C (-0.158, 1.734, -1.344)
C (0.336, 1.698, -2.632)
C (1.606, 2.272, -2.530)
N (1.864, 2.626, -1.289)
N (0.803, 2.287, -0.557)
C (0.829, 2.525, 0.877)
C (0.133, 1.429, 1.687)
C (0.815, 0.088, 1.445)
N (2.202, 0.153, 1.867)
C (2.861, -1.148, 1.798)
C (2.906, -1.722, 0.405)
C (1.851, -2.471, -0.108)
C (1.878, -2.864, -1.435)
C (2.970, -2.497, -2.206)
N (3.993, -1.810, -1.728)
C (3.956, -1.434, -0.463)
C (2.935, 1.188, 1.156)
C (2.286, 2.558, 1.347)
H (-1.899, -1.739, 1.545)
H (-2.960, -3.110, 1.202)
H (-1.845, -2.505, -0.039)
H (-5.141, -2.247, 1.328)
H (-6.885, -0.696, 0.566)
H (-6.298, 1.184, -0.930)
H (-3.967, 1.486, -1.650)
H (-2.015, 1.974, -0.444)
H (-0.154, 1.306, -3.498)
H (2.330, 2.442, -3.301)
H (0.352, 3.497, 1.075)
H (-0.929, 1.351, 1.456)
H (0.229, 1.691, 2.742)
H (0.321, -0.683, 2.044)
H (0.712, -0.189, 0.382)
H (3.875, -1.021, 2.187)
H (2.314, -1.823, 2.464)
H (1.019, -2.744, 0.525)
H (1.065, -3.430, -1.861)
H (3.036, -2.767, -3.251)
H (4.820, -0.877, -0.119)
H (3.949, 1.215, 1.562)
H (3.005, 0.981, 0.077)
H (2.302, 2.830, 2.403)
H (2.845, 3.295, 0.775)

Atom charges from the natural (NBO) analysis, given in e for atoms 1 to 4: C -0.65; C 0.03; C -0.16; C -0.21

(4)
# C22H25N5O2S

A single C22H25N5O2S molecule at a distorted geometry (wB97M-V/def2-TZVPD, the Open Molecules 2025 dataset).

Lowest unoccupied orbital energy   0.470 eV
Energy relative to the best compared isomer or geometry (same formula, charge and spin)   168.7 kJ/mol
Gap between HOMO and LUMO   9.12 eV

Geometry (Å):
C (5.391, 4.103, -0.266)
O (4.753, 3.123, -1.050)
C (3.858, 2.293, -0.457)
C (3.500, 2.337, 0.887)
C (2.573, 1.438, 1.386)
C (2.002, 0.492, 0.549)
N (1.040, -0.400, 1.060)
C (-0.155, -0.067, 1.636)
S (-0.701, 1.583, 1.837)
C (-0.992, 1.924, 0.057)
C (-1.480, 0.664, -0.648)
O (-0.715, 0.095, -1.413)
N (-2.714, 0.214, -0.384)
C (-3.166, -0.991, -1.056)
C (-4.406, -0.691, -1.893)
C (-5.502, -0.108, -1.007)
C (-4.971, 1.118, -0.269)
C (-3.686, 0.812, 0.517)
C (-3.937, -0.079, 1.736)
N (-0.842, -1.135, 1.925)
N (-0.130, -2.192, 1.536)
C (0.994, -1.767, 1.008)
C (2.027, -2.642, 0.492)
C (1.671, -3.894, -0.011)
C (2.664, -4.729, -0.485)
C (3.978, -4.283, -0.441)
N (4.328, -3.110, 0.057)
C (3.383, -2.313, 0.515)
C (2.346, 0.446, -0.800)
C (3.267, 1.339, -1.293)
H (6.057, 4.633, -0.945)
H (4.672, 4.809, 0.160)
H (5.980, 3.652, 0.539)
H (3.931, 3.062, 1.557)
H (2.295, 1.474, 2.428)
H (-0.042, 2.214, -0.395)
H (-1.691, 2.755, 0.005)
H (-2.347, -1.340, -1.686)
H (-3.383, -1.756, -0.307)
H (-4.748, -1.607, -2.375)
H (-4.145, 0.028, -2.674)
H (-6.365, 0.175, -1.612)
H (-5.834, -0.863, -0.292)
H (-5.723, 1.500, 0.423)
H (-4.754, 1.902, -1.000)
H (-3.284, 1.757, 0.886)
H (-4.546, -0.943, 1.488)
H (-4.453, 0.495, 2.500)
H (-2.989, -0.431, 2.138)
H (0.630, -4.179, -0.018)
H (2.427, -5.703, -0.884)
H (4.791, -4.893, -0.811)
H (3.729, -1.376, 0.932)
H (1.864, -0.270, -1.448)
H (3.548, 1.327, -2.334)

Atom charges from the natural (NBO) analysis, given in e for atoms 1 to 4: C -0.25; O -0.49; C 0.31; C -0.31

(5)
# C22H25N5O2Ti

C22H25N5O2Ti as an isolated structure at a distorted geometry (wB97M-V/def2-TZVPD, the Open Molecules 2025 dataset).

Lowest unoccupied orbital energy (alpha / beta)   0.287 / 0.290 eV
Energy relative to the best compared isomer or geometry (same formula, charge and spin)   78.4 kJ/mol
Gap between HOMO and LUMO (alpha / beta)   5.15 / 5.23 eV

Geometry (Å):
Ti (0.006, -0.143, 0.408)
C (0.094, -2.749, 1.402)
N (-0.041, -2.136, 0.081)
C (-1.249, -2.595, -0.595)
C (1.170, -2.317, -0.697)
C (1.305, -3.277, -1.679)
C (2.478, -3.357, -2.416)
C (3.492, -2.446, -2.177)
C (3.377, -1.482, -1.195)
C (2.223, -1.402, -0.402)
N (1.910, -0.518, 0.585)
C (2.625, 0.506, 1.113)
C (4.022, 0.671, 1.169)
C (4.587, 1.760, 1.796)
C (3.801, 2.729, 2.401)
C (2.422, 2.581, 2.388)
C (1.838, 1.498, 1.761)
N (0.405, 1.251, 1.783)
C (0.012, 0.593, 3.028)
C (-0.412, 2.439, 1.556)
H (0.119, -3.846, 1.318)
H (-0.752, -2.473, 2.045)
H (1.033, -2.414, 1.856)
H (-1.290, -3.691, -0.658)
H (-1.267, -2.171, -1.604)
H (-2.129, -2.243, -0.048)
H (0.499, -3.957, -1.911)
H (2.570, -4.110, -3.184)
H (4.390, -2.479, -2.777)
H (4.160, -0.749, -1.086)
H (4.668, -0.068, 0.724)
H (5.664, 1.851, 1.813)
H (4.251, 3.584, 2.883)
H (1.810, 3.328, 2.873)
H (0.096, 1.282, 3.881)
H (0.673, -0.259, 3.214)
H (-1.031, 0.254, 2.951)
H (-0.058, 2.937, 0.649)
H (-0.382, 3.139, 2.404)
H (-1.453, 2.128, 1.416)
O (0.220, 0.776, -1.123)
N (-0.899, 1.273, -1.633)
N (-1.953, 0.870, -0.967)
O (-1.798, 0.126, 0.152)
C (-3.214, 1.127, -1.460)
C (-4.278, 0.252, -1.209)
C (-5.496, 0.472, -1.820)
C (-5.687, 1.569, -2.647)
C (-4.649, 2.472, -2.838)
C (-3.418, 2.256, -2.263)
H (-4.128, -0.608, -0.573)
H (-6.304, -0.229, -1.668)
H (-6.633, 1.713, -3.146)
H (-4.803, 3.348, -3.448)
H (-2.595, 2.933, -2.424)

Atom charges from the natural (NBO) analysis, given in e for atoms 1 to 4: Ti 1.34; C -0.43; N -0.50; C -0.41